Record 1
{
  "formula": "C45H56BrN9RuSSi",
  "method": "wB97M-V/def2-TZVPD",
  "s2": 6.105,
  "relative_energy_kj_mol": 0.0,
  "multiplicity": 5,
  "lumo_energy_ev": [-5.8, -7.4],
  "homo_lumo_gap_ev": [6.30, 5.39],
  "energy_ev": -152305.8498,
  "max_force_ev_per_a": 2.80,
  "charge": 2,
  "elements": ["Ru", "C", "C", "C", "C", "C", "N", "C", "C", "C", "C", "C", "C", "C", "N", "C", "C", "C", "N", "C", "C", "N", "C", "C", "C", "N", "H", "H", "H", "H", "H", "H", "H", "H", "H", "H", "H", "H", "H", "H", "H", "H", "H", "H", "S", "C", "N", "N", "C", "C", "C", "C", "C", "C", "N", "N", "C", "C", "C", "C", "C", "C", "H", "H", "H", "H", "H", "H", "H", "H", "H", "H", "H", "C", "C", "C", "C", "Si", "Br", "C", "C", "C", "C", "C", "C", "C", "C", "H", "H", "H", "H", "H", "H", "H", "H", "H", "H", "H", "H", "H", "H", "H", "H", "H", "H", "H", "H", "H", "H", "H", "H", "H", "H", "H"],
  "positions_angstrom": [[-0.638515, -2.354506, 0.319639], [-6.874540, -0.585236, -2.490688], [-5.881409, -1.336343, -1.717786], [-5.740974, -2.725955, -1.799753], [-4.613930, -3.342187, -1.260818], [-3.611716, -2.623119, -0.512809], [-2.570052, -3.213648, 0.160160], [-2.720292, -4.553567, 0.568457], [-3.931001, -4.947537, 1.176378], [-4.182854, -6.274969, 1.518152], [-3.185516, -7.260847, 1.390396], [-3.435720, -8.691022, 1.791187], [-1.958452, -6.872725, 0.840940], [-1.691277, -5.547147, 0.399059], [-0.537743, -5.360101, -0.390276], [0.083107, -6.306117, -1.195831], [1.088663, -5.655054, -1.909753], [1.020992, -4.265746, -1.547101], [-0.046245, -4.073053, -0.741355], [-3.837567, -1.226190, -0.372702], [-4.924625, -0.616544, -1.000836], [-3.132387, -0.402656, 0.543969], [-3.663934, 0.654362, 1.247392], [-2.718374, 1.127927, 2.141384], [-1.586576, 0.266634, 1.988253], [-1.852421, -0.699714, 1.016513], [-6.336694, 0.261578, -2.961883], [-7.656351, -0.110191, -1.840317], [-7.436050, -1.210234, -3.181276], [-6.506786, -3.363179, -2.303274], [-4.486811, -4.433129, -1.291091], [-4.688751, -4.161289, 1.233367], [-5.206888, -6.542768, 1.809595], [-4.210290, -8.793393, 2.570429], [-2.497907, -9.143584, 2.141123], [-3.671553, -9.350606, 0.940190], [-1.177896, -7.622030, 0.778858], [-0.215183, -7.339450, -1.298112], [1.720540, -6.143175, -2.614398], [1.545736, -3.387360, -1.954389], [-4.961963, 0.463945, -0.937860], [-4.704670, 0.941804, 1.175290], [-2.762276, 1.975688, 2.806545], [-0.597620, 0.252077, 2.454591], [-0.033132, -3.093536, 2.196199], [1.441947, -2.174116, 2.515527], [2.019771, -2.250786, 3.735891], [3.222811, -1.711935, 3.636778], [4.373817, -2.401649, 3.249804], [5.391608, -1.820717, 2.425457], [6.459322, -2.615435, 1.992319], [6.518751, -3.966978, 2.298568], [5.503884, -4.562257, 3.021393], [4.388094, -3.815441, 3.408230], [1.962366, -1.565778, 1.453599], [1.185639, -1.544458, 0.340970], [1.837988, -0.957245, -0.756290], [1.262969, -0.636645, -1.979592], [1.955734, 0.039972, -2.988330], [3.350424, 0.217295, -2.809109], [3.955717, -0.120162, -1.605490], [3.227889, -0.636208, -0.582027], [3.329503, -0.753867, 3.998501], [5.274253, -0.781881, 2.172849], [7.183301, -2.132937, 1.328298], [7.373151, -4.558579, 2.019841], [5.522187, -5.636450, 3.249750], [3.571344, -4.356895, 3.910811], [0.234409, -1.005222, -2.151523], [1.429663, 0.349597, -3.896909], [3.948825, 0.644692, -3.593686], [5.053040, -0.071432, -1.439225], [3.647846, -0.940926, 0.358376], [0.947084, 4.424660, -3.524160], [1.659333, 4.937915, -2.247255], [3.006955, 4.203763, -2.231146], [1.872927, 6.450523, -2.390377], [0.634933, 4.636093, -0.599964], [-0.263806, 2.610525, -1.082786], [-1.016274, 5.633858, -0.491554], [-0.791998, 7.113222, -0.128967], [-1.933579, 5.014469, 0.584227], [-1.845379, 5.608490, -1.794733], [1.595297, 4.493954, 1.090623], [2.579882, 5.681297, 1.239052], [0.679539, 4.423559, 2.323392], [2.401500, 3.153326, 1.057369], [1.552433, 4.755729, -4.395752], [-0.042507, 4.877210, -3.725573], [0.855321, 3.326716, -3.553401], [3.487174, 4.375813, -3.175672], [2.868186, 3.124008, -2.117184], [3.691465, 4.540684, -1.489268], [2.626635, 6.632114, -3.189207], [2.214274, 6.937851, -1.499524], [0.963523, 6.994712, -2.724418], [-0.098652, 7.311036, 0.704859], [-1.792667, 7.525911, 0.017480], [-0.319339, 7.658164, -0.958865], [-1.556145, 5.207925, 1.595319], [-2.059455, 3.935003, 0.469639], [-2.949854, 5.474882, 0.465353], [-1.314629, 6.069691, -2.657095], [-2.785532, 6.147268, -1.590135], [-2.095185, 4.570417, -2.019764], [2.035589, 6.647650, 1.298511], [3.272076, 5.745905, 0.389682], [3.154404, 5.642566, 2.152915], [0.095923, 5.352299, 2.461106], [1.341093, 4.186138, 3.166843], [-0.081864, 3.608403, 2.248297], [3.092349, 3.069846, 0.163654], [1.686505, 2.303609, 0.980605], [3.034110, 3.043155, 1.977375]],
  "atomic_forces_ev_per_a": [[-2.472, -0.398, -1.011], [-1.261, 1.242, 0.312], [0.917, -0.161, 0.141], [0.368, -1.156, 0.059], [0.030, -0.118, 0.642], [-0.685, 0.198, 0.352], [0.402, -0.800, -0.327], [0.634, -0.528, -0.197], [0.152, -0.373, -0.585], [-0.228, 0.348, -0.191], [-0.301, 0.572, -0.223], [0.450, -0.495, 0.040], [0.120, 1.014, 0.109], [-1.662, -0.705, 0.402], [0.833, 1.049, -1.940], [0.723, 2.048, 0.117], [-0.947, 0.820, 1.143], [-1.508, -1.158, -0.480], [1.211, -1.290, 1.022], [-0.692, 0.453, -0.088], [0.807, -0.416, 0.188], [1.111, -0.219, 1.221], [0.829, -0.337, 0.368], [1.200, -1.237, -0.604], [-1.251, -1.253, -2.126], [0.087, 2.511, 1.229], [-0.587, -0.532, -0.205], [0.690, -0.366, -0.313], [0.277, 0.140, -0.276], [0.784, 0.750, 0.340], [-0.124, 0.582, -0.304], [0.108, -0.487, 0.307], [0.610, 0.047, 0.215], [0.379, 0.082, -0.451], [-0.224, 0.242, 0.314], [-0.358, 0.510, 0.090], [0.035, 0.087, -0.143], [-0.147, 0.182, 0.403], [0.405, 0.017, -0.276], [-0.160, -0.680, 0.407], [-0.287, -0.040, -0.126], [0.257, -0.050, -0.316], [-0.254, -0.128, -0.037], [-0.563, 0.117, -0.129], [-0.761, -0.671, 1.655], [0.032, -0.443, -0.669], [-1.198, -0.243, -1.945], [2.249, 1.234, 0.788], [-0.144, -1.497, -1.342], [-0.287, -0.710, 1.273], [-0.727, 1.346, -0.443], [0.313, 0.052, 0.329], [-1.075, -0.125, 0.132], [0.116, -0.289, 0.564], [-0.446, 0.275, 0.307], [0.967, 0.378, 0.295], [2.184, 0.685, 0.672], [-1.379, -0.524, -0.125], [0.993, -0.567, 0.564], [-1.200, 0.424, -0.385], [1.253, -0.177, 0.019], [-1.594, -0.861, 0.242], [0.006, -0.347, -0.321], [0.310, 0.268, -0.158], [-0.073, -0.359, 0.388], [0.167, -0.033, -0.238], [0.055, 0.583, -0.139], [0.374, 0.653, -0.130], [0.308, 0.640, -0.043], [0.378, -0.219, 0.330], [0.031, 0.124, -0.240], [-0.868, 0.337, -0.458], [0.374, 0.195, -0.054], [-0.208, 0.434, -0.507], [-0.500, -0.055, 0.464], [-0.729, -0.321, -0.020], [-0.133, 0.258, -1.393], [-0.413, 0.216, -0.609], [0.034, -0.894, 0.268], [0.207, 0.135, 0.118], [0.601, 0.111, -0.497], [-0.523, 0.395, 0.139], [0.504, 0.058, -0.046], [0.531, -0.500, -0.544], [-0.811, 0.601, -0.615], [-0.524, -0.275, -0.364], [0.395, -0.193, -0.560], [-0.078, -0.315, 0.433], [0.397, -0.362, 0.415], [0.054, 0.475, 0.027], [0.309, 0.047, -0.680], [-0.003, 0.050, 0.004], [0.479, 0.343, 0.819], [-0.308, -0.049, 0.453], [0.339, 0.237, 0.623], [0.365, -0.478, 0.247], [-0.649, -0.257, 0.152], [0.236, 0.393, 0.357], [-0.316, -0.153, 0.007], [-0.435, 0.027, -0.336], [0.025, 0.080, -0.045], [0.767, -0.272, 0.298], [-0.495, -0.249, 0.598], [0.299, -0.041, -0.271], [-0.072, 0.095, -0.295], [0.215, -0.467, -0.165], [-0.089, -0.039, 0.231], [0.250, -0.360, 0.357], [0.681, -0.345, 0.300], [-0.357, 0.334, 0.152], [0.639, 0.413, -0.048], [-0.743, 0.174, 1.018], [0.561, 0.396, 0.198], [-0.565, 0.137, -0.624]]
}

Record 2
{
  "formula": "C45H56F5O3P",
  "method": "wB97M-V/def2-TZVPD",
  "smiles": "CCCCCCCCCCCCC(=O)OCP(C)O.Fc1ccccc1.Fc1ccccc1.Fc1ccccc1.Fc1ccccc1.Fc1ccccc1",
  "relative_energy_kj_mol": 422.2,
  "multiplicity": 1,
  "lumo_energy_ev": 0.5,
  "homo_lumo_gap_ev": 8.19,
  "energy_ev": -76583.8299,
  "max_force_ev_per_a": 8.43,
  "elements": ["C", "C", "C", "C", "C", "C", "C", "C", "C", "C", "C", "C", "C", "O", "O", "C", "P", "C", "O", "H", "H", "H", "H", "H", "H", "H", "H", "H", "H", "H", "H", "H", "H", "H", "H", "H", "H", "H", "H", "H", "H", "H", "H", "H", "H", "H", "H", "H", "H", "H", "F", "C", "C", "C", "C", "C", "C", "H", "H", "H", "H", "H", "F", "C", "C", "C", "C", "C", "C", "H", "H", "H", "H", "H", "F", "C", "C", "C", "C", "C", "C", "H", "H", "H", "H", "H", "F", "C", "C", "C", "C", "C", "C", "H", "H", "H", "H", "H", "F", "C", "C", "C", "C", "C", "C", "H", "H", "H", "H", "H"],
  "positions_angstrom": [[-1.357384, -6.229646, 1.779674], [-0.245488, -6.172169, 0.582333], [-0.829347, -6.157174, -0.941417], [-2.278118, -5.450450, -1.162355], [-2.288936, -3.840522, -1.396193], [-1.115497, -2.970804, -0.684559], [-1.585623, -2.205416, 0.725919], [-1.194024, -0.581877, 0.687576], [-2.414907, 0.345811, 0.042981], [-2.608431, 0.103140, -1.578032], [-3.845867, 0.947824, -2.248924], [-5.194869, 1.050020, -1.311466], [-5.880812, -0.403729, -0.948016], [-5.206327, -1.488674, -0.535780], [-7.356218, -0.525547, -1.032182], [-7.761474, -1.572188, -1.987621], [-7.881509, -3.333176, -1.226730], [-8.660513, -3.264990, 0.555828], [-8.918790, -4.253431, -2.313261], [-1.805885, -7.332746, 1.861532], [-2.233044, -5.429014, 1.663693], [-0.811288, -6.018487, 2.811875], [0.530845, -5.286772, 0.664797], [0.406323, -7.167393, 0.683908], [-0.036263, -5.556909, -1.600248], [-0.831578, -7.255155, -1.403842], [-2.736097, -5.935801, -2.153695], [-3.090746, -5.694270, -0.325020], [-3.327678, -3.438935, -0.965229], [-2.328490, -3.633901, -2.551709], [-0.859334, -2.069918, -1.424301], [-0.101417, -3.515727, -0.488886], [-2.715410, -2.367968, 0.981883], [-0.871989, -2.659762, 1.568007], [-0.210640, -0.369622, 0.063738], [-0.940179, -0.262830, 1.805856], [-2.178432, 1.489689, 0.289262], [-3.397790, 0.010032, 0.599425], [-2.849750, -1.048303, -1.769825], [-1.562116, 0.284784, -2.122747], [-4.101473, 0.583081, -3.356939], [-3.454685, 2.063605, -2.387177], [-6.009403, 1.658030, -1.936361], [-5.042415, 1.648883, -0.306385], [-8.859450, -1.303036, -2.352684], [-7.051001, -1.534586, -2.921457], [-9.317295, -4.245568, 0.629934], [-7.755676, -3.293083, 1.331279], [-9.312452, -2.291664, 0.678735], [-8.283384, -4.521770, -3.064222], [-2.991023, 4.364197, -2.455856], [-4.145187, 4.941702, -2.096679], [-4.426641, 5.127316, -0.747611], [-5.625961, 5.733236, -0.373344], [-6.536223, 6.137280, -1.353114], [-6.246823, 5.942020, -2.704429], [-5.042614, 5.346298, -3.078638], [-3.711309, 4.799508, -0.000420], [-5.851965, 5.889949, 0.678470], [-7.473509, 6.605783, -1.060588], [-6.958646, 6.253579, -3.465048], [-4.797633, 5.195008, -4.124689], [2.731793, -0.925614, 1.485409], [2.905837, 0.398988, 1.584170], [2.552429, 1.216994, 0.516639], [2.728686, 2.596713, 0.620987], [3.267151, 3.142508, 1.788867], [3.623483, 2.312637, 2.852950], [3.436697, 0.934210, 2.752520], [2.143420, 0.774414, -0.385740], [2.448292, 3.245598, -0.205013], [3.408606, 4.218278, 1.868109], [4.046215, 2.739332, 3.759335], [3.699856, 0.275365, 3.573372], [0.908137, -0.133760, -3.164954], [0.647530, -0.879630, -4.246794], [0.476066, -0.260119, -5.479863], [0.209796, -1.036766, -6.607471], [0.107050, -2.424845, -6.487227], [0.275752, -3.036864, -5.244286], [0.553049, -2.260961, -4.119067], [0.551180, 0.819941, -5.552528], [0.081825, -0.562724, -7.577448], [-0.105069, -3.029825, -7.366190], [0.191252, -4.117015, -5.152421], [0.695899, -2.720982, -3.146903], [6.741800, 4.526634, 4.150249], [7.158923, 4.750079, 2.896975], [8.015947, 3.839609, 2.288529], [8.446419, 4.069234, 0.981798], [8.023236, 5.213630, 0.301318], [7.166998, 6.124125, 0.922436], [6.727891, 5.888496, 2.225010], [8.340763, 2.960595, 2.835596], [9.110304, 3.359525, 0.494438], [8.362799, 5.394601, -0.716286], [6.842253, 7.016195, 0.392289], [6.055131, 6.581170, 2.719706], [9.052279, 1.110201, 3.579311], [9.067381, 0.689809, 4.851182], [10.090115, -0.147615, 5.282909], [10.109065, -0.581428, 6.608439], [9.097905, -0.181292, 7.485494], [8.072874, 0.655331, 7.041305], [8.060402, 1.097905, 5.718804], [10.862383, -0.454752, 4.585254], [10.908559, -1.230021, 6.957844], [9.110634, -0.523501, 8.518113], [7.284716, 0.962110, 7.724676], [7.276152, 1.755717, 5.359133]],
  "atomic_forces_ev_per_a": [[0.264, 0.011, 0.468], [0.591, -0.808, -0.169], [0.391, 0.145, -0.634], [-1.021, -0.565, -0.681], [-0.716, 0.184, 0.259], [-0.236, 1.697, -0.290], [1.843, 0.094, -0.071], [-0.313, 0.004, 0.004], [0.236, -0.312, 0.343], [0.030, -1.208, 0.018], [0.835, 0.974, 0.134], [-1.312, -0.016, -0.639], [2.193, -5.050, 2.070], [-4.047, 6.857, -2.754], [3.040, 0.020, -0.950], [-1.919, 0.673, -0.995], [1.761, -1.548, 0.030], [-0.836, 0.413, -0.397], [1.609, 1.293, -0.330], [0.818, 2.529, -0.317], [2.001, -1.831, 0.196], [-1.163, -0.416, -2.164], [-1.823, -1.643, 0.238], [-1.317, 2.189, -0.174], [-1.701, -1.280, 1.294], [-0.205, 2.327, 1.162], [0.956, 1.044, 2.131], [2.093, 0.284, -1.646], [2.228, -0.778, -1.042], [0.335, -0.334, 2.187], [-0.459, -2.030, 1.499], [-2.043, 0.745, -0.457], [2.159, 0.330, -0.516], [-1.909, 0.872, -1.561], [-1.930, -0.720, 1.212], [-0.774, -0.437, -2.408], [-0.605, -2.401, -0.650], [1.875, 0.842, -1.143], [0.512, 2.452, 0.647], [-2.392, -0.054, 1.036], [0.451, 0.518, 2.619], [-1.046, -2.300, 0.372], [1.692, -1.378, 1.457], [-0.087, -1.414, -2.012], [2.299, -0.132, 0.663], [-1.340, -0.434, 1.834], [1.336, 2.098, 0.008], [-2.056, 0.084, -1.922], [1.188, -2.072, 0.102], [-1.428, 0.511, 1.900], [0.243, -0.050, -0.073], [-0.988, 0.498, 0.304], [0.067, -0.052, 0.005], [-0.030, -0.028, -0.476], [0.046, -0.024, 0.037], [0.204, -0.086, 0.365], [0.064, -0.062, -0.035], [-0.024, 0.029, -0.102], [0.074, -0.056, -0.188], [0.185, -0.093, -0.063], [0.167, -0.059, 0.120], [0.014, -0.015, 0.111], [-0.038, -0.214, -0.017], [0.131, 1.070, 0.075], [-0.032, -0.066, -0.028], [0.165, -0.180, 0.425], [-0.024, -0.027, -0.044], [-0.167, -0.068, -0.377], [-0.002, -0.075, -0.005], [0.030, -0.003, 0.088], [0.050, -0.158, 0.123], [-0.006, -0.205, -0.011], [-0.072, -0.096, -0.149], [-0.022, 0.020, -0.108], [0.057, 0.169, 0.250], [-0.235, -0.673, -0.944], [0.010, 0.064, 0.054], [0.022, -0.319, 0.361], [0.000, 0.071, 0.005], [0.014, 0.411, -0.134], [0.017, 0.024, 0.090], [0.013, -0.102, 0.049], [0.021, -0.051, 0.200], [0.042, 0.114, 0.173], [0.035, 0.204, 0.027], [-0.029, 0.080, -0.062], [-0.127, -0.079, 0.322], [0.404, 0.209, -1.224], [-0.028, -0.051, 0.130], [-0.299, 0.404, 0.118], [0.008, -0.044, 0.039], [0.172, -0.373, 0.105], [-0.046, -0.012, 0.106], [-0.101, 0.201, -0.105], [-0.119, 0.107, 0.137], [-0.072, -0.027, 0.195], [0.031, -0.163, 0.126], [0.073, -0.071, -0.003], [0.056, -0.035, -0.275], [0.016, -0.414, 1.238], [0.017, 0.031, -0.086], [-0.401, 0.272, -0.036], [0.040, -0.008, -0.056], [0.356, -0.172, -0.188], [-0.022, 0.029, -0.108], [-0.090, 0.062, 0.042], [-0.142, 0.114, -0.108], [-0.007, 0.069, -0.203], [0.143, -0.025, -0.159], [0.078, -0.048, -0.013]]
}